#P
23
Properties=species:S:1:pos:R:3 method="wB97M-V/def2-TZVPD" lumo_ev=0.78 multiplicity=1 smiles=NCCNCCN.O homo_lumo_gap_ev=9.1
N 1.319 -0.065 2.163
C 0.384 -1.220 2.041
C -0.023 -1.409 0.587
N -1.228 -0.638 0.305
C -1.513 -0.566 -1.156
C -1.619 0.881 -1.608
N -0.424 1.765 -1.672
H 0.905 0.641 2.751
H 2.190 -0.356 2.590
H -0.505 -1.054 2.653
H 0.824 -2.088 2.538
H 0.852 -1.136 -0.001
H -0.375 -2.438 0.494
H -1.415 0.199 0.825
H -2.512 -0.970 -1.262
H -0.695 -1.142 -1.577
H -2.258 1.384 -0.894
H -2.070 0.988 -2.598
H 0.189 1.351 -2.372
H 0.138 1.673 -0.832
O 2.249 0.932 -0.714
H 3.164 1.178 -0.568
H 1.925 0.533 0.108

=====

#Q
23
Properties=species:S:1:pos:R:3 method="wB97M-V/def2-TZVPD" lumo_ev=-3.63 multiplicity=1 homo_lumo_gap_ev=4.2
C 0.328 -0.076 -1.110
C 1.176 -1.177 -0.441
C 1.461 -0.777 1.014
N 1.870 1.925 -0.791
N -1.114 -0.130 -0.976
C -1.762 0.941 -0.256
N -1.726 0.733 1.171
H 0.856 0.995 -0.844
H 0.522 -0.096 -2.183
H 0.584 -2.103 -0.469
H 1.978 -1.328 -1.183
H 2.193 -1.361 1.568
H 1.859 0.249 0.918
H 1.423 2.662 -0.250
H 0.580 -0.763 1.632
H 2.359 2.331 -1.584
H -2.767 1.039 -0.711
H -1.186 1.865 -0.331
H -1.486 -0.245 1.428
H -2.592 1.038 1.599
H -1.759 -2.715 1.398
H -1.471 -1.042 -0.583
O -1.326 -1.967 0.983

=====

#R
23
Properties=species:S:1:pos:R:3 method="wB97M-V/def2-TZVPD" lumo_ev=-4.37 multiplicity=1 homo_lumo_gap_ev=3.6
C -0.052 0.600 -1.167
C -0.706 1.135 0.133
C -2.135 0.681 0.440
N -1.797 -1.885 0.146
N 1.391 0.508 -1.111
C 1.856 -0.848 -0.857
N 1.476 -1.212 0.562
H -0.454 -0.352 -1.508
H -0.443 1.358 -1.855
H -0.120 0.658 0.946
H -0.488 2.238 0.290
H -2.592 1.392 1.158
H -2.762 0.702 -0.460
H -1.034 -2.528 0.358
H -2.091 -0.547 0.700
H -2.615 -2.458 0.346
H 2.947 -0.916 -0.873
H 1.451 -1.571 -1.555
H 1.516 -0.270 1.015
H 0.468 -1.396 0.506
H 2.421 2.106 1.862
H 1.834 1.154 -0.432
O 1.929 1.452 1.358

=====

#S
23
Properties=species:S:1:pos:R:3 method="wB97M-V/def2-TZVPD" lumo_ev=0.97 multiplicity=1 smiles=CC[C@](C)(N)O.NN homo_lumo_gap_ev=10.1
C -1.304 0.673 -1.262
C -0.338 -0.485 -1.022
C 1.060 -0.018 -0.370
C 1.995 0.493 -1.471
N 1.578 -1.191 0.335
O 0.893 0.995 0.553
H -1.249 1.035 -2.284
H -2.335 0.373 -1.069
H -1.060 1.506 -0.605
H -0.794 -1.251 -0.394
H -0.100 -0.982 -1.964
H 1.527 1.322 -1.993
H 2.918 0.849 -1.018
H 2.224 -0.298 -2.183
H 1.790 -1.938 -0.315
H 2.435 -0.940 0.815
H 0.275 0.631 1.291
N -0.858 -0.283 2.183
N -2.104 0.404 2.309
H -0.559 -0.584 3.105
H -0.892 -1.090 1.541
H -2.898 -0.236 2.319
H -2.204 1.014 1.500

=====

In order of decreasing stability: #S, #P, #Q, #R.